Record 1
{"formula": "C40H60IIrOP2Si", "method": "ωB97M-V with the def2-TZVPD basis set", "charge": 1, "spin_multiplicity": 2, "relative_energy_kj_mol": 407.4, "lumo_energy_ev": [-4.096, -3.823], "species": ["Ir", "C", "Si", "C", "C", "C", "C", "C", "C", "P", "C", "C", "C", "C", "C", "C", "C", "C", "C", "C", "C", "C", "C", "C", "C", "C", "C", "C", "P", "C", "C", "C", "C", "C", "C", "C", "C", "C", "C", "C", "C", "H", "H", "H", "H", "H", "H", "H", "H", "H", "H", "H", "H", "H", "H", "H", "H", "H", "H", "H", "H", "H", "H", "H", "H", "H", "H", "H", "H", "H", "H", "H", "H", "H", "H", "H", "H", "H", "H", "H", "H", "H", "H", "H", "H", "H", "H", "H", "H", "H", "H", "H", "H", "H", "H", "H", "C", "C", "O", "H", "H", "H", "I", "C", "H", "H"], "xyz": [[0.10573, -2.05938, -0.64234], [-2.33821, -2.33186, 1.93251], [-1.39030, -0.94181, 0.97077], [-2.69487, 0.49744, 0.85209], [-3.81766, 0.38981, 1.67711], [-4.85937, 1.29887, 1.65183], [-4.82850, 2.35772, 0.76102], [-3.74371, 2.48584, -0.08259], [-2.68742, 1.57401, -0.04855], [-1.30026, 1.94790, -1.21433], [-0.85796, 3.77097, -1.12722], [-1.23472, 4.45157, 0.18853], [-0.41439, 5.74147, 0.36693], [0.11070, 6.29460, -0.96225], [-0.91861, 6.12089, -2.07329], [-1.30268, 4.64296, -2.30438], [-1.85679, 1.40822, -2.91409], [-2.09122, -0.10645, -2.92710], [-2.67517, -0.53649, -4.27115], [-4.04928, 0.10053, -4.53559], [-4.31275, 1.25556, -3.57442], [-3.08502, 2.15344, -3.47379], [-0.04242, -0.45288, 2.28290], [-0.45086, 0.42691, 3.27943], [0.36521, 0.75982, 4.34483], [1.61873, 0.18238, 4.44045], [2.04706, -0.70223, 3.46721], [1.24932, -1.00991, 2.36587], [1.85877, -2.20281, 1.08668], [2.26078, -3.72903, 2.10187], [2.88064, -4.82572, 1.21649], [2.42950, -6.21702, 1.65277], [0.91888, -6.35923, 1.44530], [0.18829, -5.05379, 1.78742], [0.98905, -4.23099, 2.78753], [3.56568, -1.80743, 0.41116], [4.68437, -1.44999, 1.40260], [4.96757, 0.04712, 1.39242], [5.51984, 0.47811, 0.02722], [4.86621, -0.30538, -1.12153], [3.47309, -0.76931, -0.71076], [-2.48550, -2.03093, 2.96471], [-1.78478, -3.26111, 1.95003], [-3.30380, -2.54067, 1.48642], [-3.89168, -0.43632, 2.36334], [-5.70137, 1.17808, 2.31685], [-5.64086, 3.06765, 0.71599], [-3.72891, 3.29807, -0.79248], [0.23558, 3.70536, -1.18122], [-1.06352, 3.78837, 1.03999], [-2.29779, 4.68889, 0.18024], [0.43356, 5.56494, 1.03082], [-1.04682, 6.48842, 0.84661], [1.04259, 5.79744, -1.23638], [0.33573, 7.35549, -0.84318], [-0.52946, 6.54534, -2.99935], [-1.80712, 6.69666, -1.80532], [-0.84058, 4.26511, -3.21829], [-2.38143, 4.61321, -2.43900], [-0.98266, 1.62872, -3.54158], [-2.76465, -0.38792, -2.11484], [-1.13690, -0.61325, -2.77083], [-2.77005, -1.62224, -4.30082], [-1.97650, -0.25014, -5.05927], [-4.84255, -0.63893, -4.42613], [-4.08855, 0.47017, -5.56243], [-4.58020, 0.87949, -2.58519], [-5.15722, 1.84464, -3.93347], [-3.34246, 3.01467, -2.86294], [-2.84323, 2.52921, -4.47016], [-1.44730, 0.83881, 3.22804], [0.01933, 1.44937, 5.09890], [2.26242, 0.39998, 5.27838], [3.01439, -1.16387, 3.58702], [2.98482, -3.41074, 2.86158], [3.96765, -4.76775, 1.25087], [2.56718, -4.69638, 0.17633], [2.69111, -6.38040, 2.69929], [2.95261, -6.97949, 1.07282], [0.54414, -7.17634, 2.06365], [0.71356, -6.62414, 0.40674], [-0.80585, -5.27072, 2.17597], [0.06433, -4.43609, 0.88070], [1.24492, -4.84556, 3.65331], [0.40549, -3.38172, 3.15568], [3.83127, -2.76449, -0.05711], [5.59104, -1.97782, 1.10043], [4.45074, -1.79050, 2.41133], [5.69088, 0.29383, 2.17124], [4.04632, 0.59009, 1.61819], [6.60025, 0.32483, 0.00180], [5.34678, 1.54851, -0.09613], [5.47727, -1.17063, -1.38506], [4.79524, 0.32341, -2.01095], [2.94146, -1.19490, -1.56495], [2.91282, 0.09998, -0.38349], [1.17854, 1.75287, 0.13823], [0.29873, 1.18503, -0.94644], [0.54290, 0.02382, -1.47219], [2.10293, 2.15914, -0.28049], [1.45295, 0.96510, 0.84272], [0.67037, 2.53870, 0.68944], [-2.26350, -4.45459, -1.37476], [-0.48416, -3.53467, -2.17354], [0.21507, -4.33929, -2.37323], [-0.78286, -3.06627, -3.10600]]}

---

Record 2
{"formula": "C12H12BBrN3OTl", "method": "ωB97M-V with the def2-TZVPD basis set", "relative_energy_kj_mol": 0.0, "lumo_energy_ev": [-2.406, -2.798], "species": ["Tl", "O", "C", "C", "C", "N", "C", "Br", "C", "H", "H", "H", "H", "N", "C", "C", "C", "C", "C", "C", "H", "H", "H", "H", "H", "B", "C", "N", "H", "H", "H"], "xyz": [[-1.78421, 2.67228, -0.29919], [3.43700, -0.65175, 3.09610], [2.86980, -1.00509, 1.87806], [2.06239, -2.14771, 1.76898], [1.19457, -2.26631, 0.73534], [1.15386, -1.45133, -0.31713], [2.05670, -0.43700, -0.28916], [2.37505, 0.51403, -1.83319], [2.88794, -0.12643, 0.77944], [3.43632, -1.38496, 3.73749], [2.03830, -2.89104, 2.54220], [0.44697, -3.06289, 0.71553], [3.68886, 0.63513, 0.78130], [-1.76648, 0.42970, -0.36042], [-2.53014, -0.25097, -1.11171], [-3.70341, 0.35400, -1.81369], [-4.26024, -0.36448, -2.85147], [-3.70858, -1.57260, -3.35684], [-2.64410, -2.13076, -2.69504], [-1.98134, -1.49963, -1.67617], [-4.06529, 1.27963, -1.35284], [-5.20250, -0.06897, -3.37293], [-4.38130, -2.06633, -4.03812], [-2.31457, -3.13206, -2.97393], [-1.21244, -1.93244, -1.14222], [2.47906, 3.82175, 2.44248], [1.11283, 3.60315, 1.82585], [0.08447, 3.48962, 1.27094], [2.84168, 2.73746, 2.68343], [2.11774, 4.45469, 3.45756], [3.27107, 4.45131, 1.76936]]}

---

Record 3
{"formula": "C7H19BeN8O13", "method": "ωB97M-V with the def2-TZVPD basis set", "charge": -1, "relative_energy_kj_mol": 0.0, "lumo_energy_ev": 2.302, "species": ["Be", "O", "C", "O", "O", "H", "O", "C", "O", "O", "H", "O", "C", "O", "O", "H", "C", "O", "N", "N", "H", "H", "H", "H", "C", "O", "N", "N", "H", "H", "H", "H", "C", "O", "N", "N", "H", "H", "H", "H", "C", "O", "N", "N", "H", "H", "H", "H"], "xyz": [[0.23834, 0.66548, 0.21949], [-0.58650, 2.82114, -3.43403], [-0.01960, 2.36618, -2.26886], [0.66271, 1.32389, -2.35142], [-0.33594, 2.94621, -1.22393], [-1.03031, 3.65167, -3.23681], [-4.04731, 1.21678, 1.28225], [-2.98694, 2.12582, 1.18770], [-3.25309, 3.32366, 1.03368], [-1.82626, 1.64386, 1.15789], [-4.71250, 1.83045, 1.62853], [1.40177, 3.00140, 3.81736], [1.12212, 2.57942, 2.51622], [0.92871, 3.50958, 1.72280], [1.17731, 1.34860, 2.24478], [1.16292, 3.91536, 3.55984], [-2.40362, -1.00378, -2.04185], [-1.54273, -0.36247, -1.49649], [-3.47835, -1.61042, -1.45060], [-2.43310, -1.09438, -3.42253], [-4.05624, -2.18462, -2.02978], [-3.67826, -1.36877, -0.49599], [-2.88671, -1.80879, -3.96159], [-1.77344, -0.55195, -3.95366], [-1.59117, -1.53775, 2.28098], [-0.72400, -0.77298, 1.90280], [-1.34399, -2.65041, 3.05190], [-2.90997, -1.17098, 2.25117], [-0.39237, -2.75271, 3.35525], [-1.96763, -3.43371, 3.04318], [-3.06594, -0.25131, 1.84720], [-3.60575, -1.89387, 2.26249], [3.66927, 0.38205, 0.37063], [2.66447, 0.86675, -0.13108], [4.80560, 0.20098, -0.34128], [3.69279, 0.00414, 1.68626], [4.77009, 0.40929, -1.32215], [5.65070, -0.19091, 0.02658], [4.60587, 0.12242, 2.08900], [2.82500, 0.13610, 2.19546], [1.78615, -1.87370, -1.35879], [0.83205, -1.59314, -0.64062], [2.67383, -2.89666, -1.13963], [2.04710, -1.09597, -2.43630], [3.29741, -3.14442, -1.88488], [2.37305, -3.61468, -0.50447], [2.75674, -1.30643, -3.11110], [1.50773, -0.22636, -2.49561]]}

---

Please write out number 2 again, unchanged.
{"formula": "C12H12BBrN3OTl", "method": "ωB97M-V with the def2-TZVPD basis set", "relative_energy_kj_mol": 0.0, "lumo_energy_ev": [-2.406, -2.798], "species": ["Tl", "O", "C", "C", "C", "N", "C", "Br", "C", "H", "H", "H", "H", "N", "C", "C", "C", "C", "C", "C", "H", "H", "H", "H", "H", "B", "C", "N", "H", "H", "H"], "xyz": [[-1.78421, 2.67228, -0.29919], [3.43700, -0.65175, 3.09610], [2.86980, -1.00509, 1.87806], [2.06239, -2.14771, 1.76898], [1.19457, -2.26631, 0.73534], [1.15386, -1.45133, -0.31713], [2.05670, -0.43700, -0.28916], [2.37505, 0.51403, -1.83319], [2.88794, -0.12643, 0.77944], [3.43632, -1.38496, 3.73749], [2.03830, -2.89104, 2.54220], [0.44697, -3.06289, 0.71553], [3.68886, 0.63513, 0.78130], [-1.76648, 0.42970, -0.36042], [-2.53014, -0.25097, -1.11171], [-3.70341, 0.35400, -1.81369], [-4.26024, -0.36448, -2.85147], [-3.70858, -1.57260, -3.35684], [-2.64410, -2.13076, -2.69504], [-1.98134, -1.49963, -1.67617], [-4.06529, 1.27963, -1.35284], [-5.20250, -0.06897, -3.37293], [-4.38130, -2.06633, -4.03812], [-2.31457, -3.13206, -2.97393], [-1.21244, -1.93244, -1.14222], [2.47906, 3.82175, 2.44248], [1.11283, 3.60315, 1.82585], [0.08447, 3.48962, 1.27094], [2.84168, 2.73746, 2.68343], [2.11774, 4.45469, 3.45756], [3.27107, 4.45131, 1.76936]]}